(1)
This record from the OMol25 dataset describes 10 unconnected molecules or ions with the total composition C48H58N10O16. The level of theory is ωB97M-V/def2-TZVPD.

Its lowest unoccupied orbital energy is -1.01 eV. The charge is 0. As for the SMILES: O=[N+]([O-])c1ccccc1.O=[N+]([O-])c1ccccc1.O=[N+]([O-])c1ccccc1.O=[N+]([O-])c1ccccc1.O=[N+]([O-])c1ccccc1.O=[N+]([O-])c1ccccc1.CN(C)C=O.CN(C)C=O.CN(C)C=O.CN(C)C=O. As for the orbital gap: 8.06 eV. The HOMO energy comes out at -9.069 eV. The value obtained for the energy is -98356.7568 eV.

Last column: Mulliken charge in e.
Element x y z (Å)
O -4.287 6.231 11.927  -0.581
N -3.418 5.446 11.692  0.942
O -3.038 4.542 12.374  -0.556
C -2.800 5.459 10.312  0.181
C -1.535 4.869 9.963  -0.423
C -1.145 4.776 8.629  -0.424
C -1.927 5.402 7.651  -0.324
C -3.076 6.119 7.997  -0.450
C -3.518 6.137 9.314  -0.198
H -1.079 4.250 10.721  0.363
H -0.193 4.331 8.380  0.376
H -1.692 5.363 6.598  0.371
H -3.647 6.617 7.227  0.357
H -4.451 6.659 9.471  0.367
O 3.177 7.555 1.560  -0.544
N 3.620 8.523 0.866  0.835
O 4.718 8.505 0.302  -0.519
C 2.612 9.567 0.601  0.416
C 3.034 10.799 0.223  -0.533
C 2.102 11.757 -0.090  -0.225
C 0.715 11.568 -0.027  -0.611
C 0.291 10.328 0.476  -0.259
C 1.228 9.305 0.750  -0.446
H 4.093 11.009 0.230  0.385
H 2.459 12.747 -0.334  0.328
H -0.021 12.348 -0.154  0.375
H -0.726 10.187 0.811  0.367
H 0.981 8.352 1.194  0.431
O -2.970 -5.615 -1.934  -0.582
N -4.054 -5.403 -2.396  0.972
O -4.658 -4.460 -1.943  -0.599
C -4.534 -6.205 -3.581  -0.086
C -5.637 -5.719 -4.303  -0.072
C -6.146 -6.465 -5.332  -0.486
C -5.595 -7.712 -5.641  -0.341
C -4.581 -8.279 -4.902  -0.621
C -4.022 -7.484 -3.876  -0.256
H -6.283 -4.914 -3.985  0.434
H -7.021 -6.146 -5.878  0.421
H -5.982 -8.335 -6.434  0.388
H -4.200 -9.271 -5.093  0.404
H -3.159 -7.844 -3.335  0.424
O 5.622 -1.731 4.866  -0.587
N 6.203 -2.832 4.782  0.936
O 7.137 -3.016 4.036  -0.557
C 5.812 -3.987 5.654  -0.130
C 4.926 -3.857 6.695  -0.153
C 4.727 -4.898 7.618  -0.546
C 5.438 -6.110 7.427  -0.317
C 6.275 -6.247 6.342  -0.588
C 6.485 -5.154 5.542  0.054
H 4.471 -2.887 6.832  0.405
H 4.053 -4.655 8.427  0.369
H 5.220 -6.939 8.083  0.361
H 6.762 -7.202 6.215  0.375
H 7.302 -5.263 4.844  0.380
O -3.155 -1.599 -5.745  -0.572
N -2.796 -2.616 -6.352  0.979
O -1.869 -3.317 -5.898  -0.570
C -3.523 -2.939 -7.583  -0.149
C -4.556 -2.127 -8.028  -0.106
C -5.283 -2.476 -9.184  -0.539
C -5.004 -3.637 -9.845  -0.284
C -3.973 -4.457 -9.420  -0.621
C -3.268 -4.102 -8.293  -0.110
H -4.876 -1.258 -7.473  0.427
H -6.096 -1.816 -9.447  0.368
H -5.537 -3.909 -10.745  0.384
H -3.922 -5.435 -9.875  0.372
H -2.587 -4.836 -7.888  0.421
O -4.872 -7.879 6.513  -0.581
N -5.012 -7.061 5.599  0.927
O -5.695 -7.345 4.628  -0.571
C -4.136 -5.860 5.573  0.215
C -3.249 -5.617 6.625  -0.346
C -2.439 -4.482 6.580  -0.382
C -2.550 -3.618 5.513  -0.420
C -3.480 -3.843 4.521  -0.341
C -4.273 -4.944 4.494  -0.486
H -3.123 -6.301 7.451  0.427
H -1.769 -4.198 7.378  0.368
H -1.925 -2.742 5.424  0.386
H -3.523 -3.059 3.780  0.357
H -4.919 -5.137 3.650  0.448
C 8.138 -2.951 -3.191  -0.844
N 8.258 -4.042 -4.146  0.068
C 8.206 -3.747 -5.624  -0.884
C 8.653 -5.246 -3.626  0.171
O 8.932 -6.183 -4.351  -0.582
H 9.003 -2.303 -3.334  0.334
H 8.265 -3.250 -2.151  0.274
H 7.251 -2.392 -3.491  0.269
H 8.490 -4.526 -6.331  0.306
H 7.151 -3.616 -5.867  0.316
H 8.822 -2.898 -5.919  0.313
H 8.716 -5.281 -2.528  0.259
C -0.067 0.309 0.001  -0.895
N 1.154 0.920 0.634  0.114
C 2.429 0.335 0.272  -0.889
C 1.099 1.689 1.760  0.221
O -0.012 2.024 2.334  -0.653
H -0.226 -0.746 0.223  0.330
H 0.042 0.341 -1.083  0.311
H -0.970 0.863 0.258  0.280
H 2.505 -0.700 0.606  0.365
H 2.627 0.250 -0.797  0.277
H 3.285 0.802 0.758  0.289
H 2.132 1.900 2.076  0.251
C -5.820 4.043 -3.244  -0.890
N -5.788 5.192 -2.331  0.065
C -6.735 6.225 -2.706  -0.891
C -4.826 5.334 -1.316  0.255
O -4.637 6.348 -0.630  -0.594
H -5.142 3.246 -2.938  0.303
H -5.821 4.381 -4.280  0.283
H -6.822 3.623 -3.157  0.336
H -6.708 6.380 -3.785  0.292
H -7.759 5.888 -2.543  0.311
H -6.574 7.155 -2.160  0.302
H -4.166 4.458 -1.413  0.228
C 3.795 3.333 -4.501  -0.956
N 5.103 2.639 -4.438  0.157
C 5.502 1.813 -5.484  -1.022
C 6.003 3.074 -3.565  0.103
O 7.182 2.705 -3.500  -0.608
H 2.955 2.714 -4.818  0.342
H 3.810 4.217 -5.138  0.360
H 3.419 3.734 -3.560  0.314
H 5.042 0.831 -5.383  0.316
H 5.236 2.193 -6.471  0.357
H 6.561 1.614 -5.653  0.340
H 5.648 3.800 -2.818  0.296

(2)
This record from the OMol25 dataset describes C2H3FN5P in the gas phase. The level of theory is ωB97M-V/def2-TZVPD.

Its lowest unoccupied orbital energy is -1.66 eV. The charge is 0. As for the SMILES: N=[PH2]c1nnc(F)nn1. As for the orbital gap: 7.85 eV. The HOMO energy comes out at -9.511 eV. The value obtained for the energy is -21575.6486 eV.

Last column: natural (NBO) charge in e.
Element x y z (Å)
N -0.715 -0.070 -2.819  -1.283
P 0.475 -0.149 -1.840  1.342
C 0.168 -0.029 -0.037  -0.015
N -0.937 0.614 0.351  -0.152
N -1.182 0.696 1.630  -0.201
C -0.301 0.112 2.424  0.669
F -0.525 0.221 3.711  -0.266
N 0.814 -0.509 2.079  -0.203
N 1.048 -0.585 0.797  -0.156
H -1.623 0.117 -2.414  0.400
H 1.259 -1.313 -1.834  -0.062
H 1.502 0.803 -1.995  -0.074

(3)
This record from the OMol25 dataset describes C5H9NO in the gas phase. The level of theory is ωB97M-V/def2-TZVPD.

Its lowest unoccupied orbital energy is 0.69 eV. The charge is 0. As for the SMILES: C[C@@H](O)[C@@H](C)C#N. As for the orbital gap: 11.58 eV. The HOMO energy comes out at -10.890 eV. The value obtained for the energy is -8868.2950 eV.

Last column: natural (NBO) charge in e.
Element x y z (Å)
C -0.814 1.391 -0.152  -0.650
C 0.185 0.445 -0.803  0.120
O 1.511 0.934 -0.719  -0.721
C 0.236 -0.946 -0.142  -0.343
C 0.642 -0.900 1.333  -0.599
C -1.058 -1.616 -0.318  0.293
N -2.095 -2.112 -0.451  -0.330
H -1.817 0.955 -0.144  0.233
H -0.865 2.334 -0.707  0.213
H -0.520 1.621 0.874  0.215
H -0.099 0.298 -1.855  0.170
H 1.513 1.859 -1.007  0.475
H 0.982 -1.528 -0.694  0.254
H 0.754 -1.910 1.733  0.223
H -0.106 -0.381 1.935  0.213
H 1.593 -0.372 1.425  0.235

(4)
This record from the OMol25 dataset describes C5H7N3OS in the gas phase. The level of theory is ωB97M-V/def2-TZVPD.

Its lowest unoccupied orbital energy is 0.22 eV. The charge is 0. As for the SMILES: C=C(C(N)=O)N1N=CCS1. As for the orbital gap: 8.65 eV. The HOMO energy comes out at -8.431 eV. The value obtained for the energy is -22648.5780 eV.

Last column: natural (NBO) charge in e.
Element x y z (Å)
C 0.598 2.066 -1.056  -0.357
C -0.214 1.093 -0.664  0.053
C -1.700 1.199 -0.919  0.623
N -2.354 0.690 0.129  -0.827
O -2.185 1.760 -1.868  -0.592
N 0.149 0.070 0.313  -0.333
N 1.298 0.055 0.892  -0.173
C 1.825 -1.070 1.151  0.014
C 1.111 -2.343 0.691  -0.593
S -0.470 -1.738 0.010  0.244
H 1.669 1.890 -0.919  0.212
H 0.249 2.683 -1.750  0.220
H -1.690 0.311 0.818  0.412
H -3.409 0.341 0.222  0.425
H 2.717 -1.222 1.736  0.209
H 1.611 -2.691 -0.151  0.225
H 0.797 -3.094 1.366  0.240

(5)
This record from the OMol25 dataset describes 2 unconnected molecules or ions with the total composition C9H8N2O. The level of theory is ωB97M-V/def2-TZVPD.

Its lowest unoccupied orbital energy is 0.10 eV. The charge is 0. As for the orbital gap: 7.99 eV. The HOMO energy comes out at -7.885 eV. The value obtained for the energy is -14485.9531 eV.

Last column: natural (NBO) charge in e.
Element x y z (Å)
C 0.767 0.732 0.862  0.318
C 1.027 2.178 0.944  -0.301
C 1.076 2.945 -0.221  -0.196
C 0.889 2.244 -1.496  -0.249
C 0.408 0.886 -1.557  -0.154
C 0.341 0.062 -0.314  -0.124
C -0.341 -1.141 -0.313  0.084
C -0.451 -2.082 0.826  -0.284
C -1.328 -3.019 0.435  -0.070
H 0.448 0.572 2.964  0.460
H 1.283 2.620 1.895  0.216
H 0.959 4.151 -0.090  0.232
H 0.917 2.959 -2.317  0.217
H 0.046 0.332 -2.404  0.235
H -0.096 -1.962 1.766  0.241
H -1.663 -3.926 0.881  0.222
H -2.315 -3.083 -1.598  0.406
N -1.546 -2.714 -0.908  -0.338
N -1.145 -1.523 -1.288  -0.241
O 0.725 -0.229 1.933  -0.676

(6)
This record from the OMol25 dataset describes a molecular structure, C21H31N4O5PdSb. The level of theory is ωB97M-V/def2-TZVPD.

Its lowest unoccupied orbital energy is 4.37 eV. The charge is -2. As for the orbital gap: 4.94 eV. The HOMO energy comes out at -0.570 eV. The value obtained for the energy is -48494.9988 eV.

Last column: Mulliken charge in e.
Element x y z (Å)
Pd -0.238 0.854 -0.684  -0.030
O 1.986 6.607 -2.882  -0.749
C 1.612 5.528 -2.439  0.630
C 1.968 4.180 -2.985  -0.251
O 2.632 3.964 -3.998  -0.761
C 1.372 3.191 -2.079  1.102
C 0.553 3.872 -1.096  0.855
O -0.149 3.275 -0.241  -0.844
C 0.709 5.325 -1.260  -0.137
O 0.207 6.215 -0.577  -0.755
O 1.493 1.940 -2.130  -0.908
N 2.460 1.905 1.216  0.790
C 3.097 3.080 1.124  -0.028
C 4.108 3.053 2.063  -0.994
C 3.982 1.792 2.670  -0.311
N 2.978 1.098 2.148  -0.686
H 1.662 1.599 0.651  0.254
H 2.776 3.822 0.410  0.338
H 4.824 3.830 2.273  0.351
H 4.573 1.357 3.462  0.409
C 0.557 -1.253 3.608  -1.402
C 0.593 -2.171 2.390  0.340
C 2.034 -2.515 2.028  -1.411
Sb -0.385 -1.200 0.697  0.660
C -0.653 -2.967 -0.571  0.501
C -0.638 -4.338 0.092  -1.308
C 0.354 -2.914 -1.717  -1.357
C -2.429 -1.201 1.476  0.496
C -2.748 0.168 2.070  -1.427
C -2.835 -2.316 2.430  -1.338
H 1.084 -1.713 4.454  0.461
H -0.464 -1.037 3.931  0.236
H 1.053 -0.305 3.386  0.205
H 0.023 -3.084 2.593  0.445
H 2.587 -1.603 1.787  0.219
H 2.101 -3.186 1.167  0.263
H 2.548 -2.999 2.868  0.457
H -1.653 -2.771 -0.979  0.258
H 0.349 -4.562 0.505  0.199
H -0.866 -5.126 -0.637  0.410
H -1.357 -4.429 0.907  0.252
H 1.369 -3.100 -1.353  0.273
H 0.362 -1.929 -2.187  0.147
H 0.136 -3.674 -2.479  0.391
H -2.997 -1.294 0.543  0.236
H -2.190 0.341 2.996  0.265
H -3.815 0.250 2.307  0.410
H -2.485 0.967 1.374  0.169
H -2.293 -2.244 3.378  0.175
H -2.656 -3.314 2.028  0.266
H -3.905 -2.247 2.667  0.439
C -1.274 -0.833 -4.328  -0.979
N -1.915 -0.093 -3.270  0.323
C -1.432 1.069 -2.702  -0.887
C -2.376 1.432 -1.759  -0.445
N -3.413 0.514 -1.749  -0.602
C -3.093 -0.373 -2.656  -0.457
H -1.703 -0.591 -5.304  0.302
H -1.367 -1.905 -4.149  0.341
H -0.216 -0.580 -4.336  0.327
H -0.552 1.563 -3.090  0.759
H -2.385 2.330 -1.161  0.655
H -3.659 -1.260 -2.902  0.456

(7)
This record from the OMol25 dataset describes C5H11N3O3 in the gas phase. The level of theory is ωB97M-V/def2-TZVPD.

Its lowest unoccupied orbital energy (spin up / spin down) is 0.71 / -1.31 eV. The charge is 0. As for the multiplicity: 3. As for the orbital gap (spin up / spin down): 6.41 / 7.29 eV. The HOMO energy (spin up / spin down) comes out at -5.696 / -8.596 eV. The value obtained for the energy is -15967.2246 eV.

Last column: natural (NBO) charge in e.
Element x y z (Å)
C -2.244 -0.762 -0.438  0.239
C -0.375 2.306 -0.662  -0.189
C 0.075 -0.278 -0.194  0.092
C 1.396 -1.040 -0.225  -0.508
C 2.228 -0.774 1.093  -0.044
N -2.573 -0.123 0.632  -0.264
N 0.439 1.337 -0.971  -0.069
N -0.988 -0.749 -0.933  -0.604
O 1.510 1.375 -1.578  -0.325
O 2.030 0.536 1.562  -0.709
O -3.900 -0.303 1.111  -0.567
H -2.835 -1.382 -1.100  0.180
H -1.186 2.108 -0.151  0.181
H -0.069 3.339 -1.013  0.180
H -0.212 0.052 0.790  0.241
H 2.075 -0.634 -1.077  0.247
H 1.269 -2.064 -0.542  0.223
H 2.023 -1.456 1.913  0.187
H 3.320 -0.945 0.628  0.155
H -0.615 -1.222 -1.717  0.408
H 2.327 1.111 0.836  0.474
H -3.695 -0.433 2.037  0.472

(8)
This record from the OMol25 dataset describes C5H9NO2 in the gas phase. The level of theory is ωB97M-V/def2-TZVPD.

Its lowest unoccupied orbital energy is 0.82 eV. The charge is 0. As for the SMILES: N[C@]12C[C@@H]1OC[C@@H]2O. As for the orbital gap: 9.48 eV. The HOMO energy comes out at -8.664 eV. The value obtained for the energy is -10908.2666 eV.

Last column: natural (NBO) charge in e.
Element x y z (Å)
N 0.140 0.432 1.598  -0.882
C -0.570 -0.101 0.396  0.027
C -1.151 -1.514 0.411  -0.401
C 0.115 -1.242 -0.255  0.042
O 1.555 -0.729 -0.215  -0.539
C 1.182 0.578 -1.181  -0.151
C -0.451 0.933 -0.768  0.119
O -0.532 2.052 -0.059  -0.742
H -0.152 0.037 2.559  0.400
H 1.203 0.525 1.495  0.425
H -1.814 -2.129 -0.070  0.245
H -0.883 -2.071 1.357  0.225
H -0.130 -1.368 -1.293  0.158
H 1.864 1.358 -1.033  0.191
H 1.425 0.647 -2.200  0.189
H -1.050 0.891 -1.653  0.186
H -0.751 1.702 0.909  0.508

Please write out number 4 again, unchanged.
This record from the OMol25 dataset describes C5H7N3OS in the gas phase. The level of theory is ωB97M-V/def2-TZVPD.

Its lowest unoccupied orbital energy is 0.22 eV. The charge is 0. As for the SMILES: C=C(C(N)=O)N1N=CCS1. As for the orbital gap: 8.65 eV. The HOMO energy comes out at -8.431 eV. The value obtained for the energy is -22648.5780 eV.

Last column: natural (NBO) charge in e.
Element x y z (Å)
C 0.598 2.066 -1.056  -0.357
C -0.214 1.093 -0.664  0.053
C -1.700 1.199 -0.919  0.623
N -2.354 0.690 0.129  -0.827
O -2.185 1.760 -1.868  -0.592
N 0.149 0.070 0.313  -0.333
N 1.298 0.055 0.892  -0.173
C 1.825 -1.070 1.151  0.014
C 1.111 -2.343 0.691  -0.593
S -0.470 -1.738 0.010  0.244
H 1.669 1.890 -0.919  0.212
H 0.249 2.683 -1.750  0.220
H -1.690 0.311 0.818  0.412
H -3.409 0.341 0.222  0.425
H 2.717 -1.222 1.736  0.209
H 1.611 -2.691 -0.151  0.225
H 0.797 -3.094 1.366  0.240